[1]
Below is a molecular structure, C16H34BCaNP2 at a distorted geometry, with properties calculated with the ωB97M-V functional and the def2-TZVPD basis.

Output
Molar mass = 353.293 g/mol
HOMO-LUMO gap = 0.2431 Eh
ΔE to the lowest compared entry with this formula, charge and spin = 0.000 eV
Energy = -56324.253 eV
Largest force on an atom = 2.380 eV/Å
HOMO = -0.2549 Eh

CARTESIAN COORDINATES (ANGSTROEM)
H (-0.170, 1.407, -1.181)
H (1.840, -2.699, -0.022)
H (-2.737, 0.938, -3.658)
C (-1.801, 1.015, -4.232)
H (1.023, -2.054, -2.783)
H (0.984, -0.318, 8.804)
H (1.415, 0.957, -0.564)
H (-0.629, -3.514, 0.003)
H (0.408, -3.114, 3.758)
H (-2.348, -0.919, -4.976)
H (1.919, -1.080, -5.159)
H (-1.395, -1.923, -3.133)
H (0.821, -1.903, 5.001)
C (-1.406, -0.408, -4.716)
H (1.202, 2.303, -2.944)
C (1.640, -0.541, -4.239)
H (-0.025, 1.405, 8.955)
C (-1.685, 2.424, 0.844)
C (-0.932, -2.995, 0.921)
C (0.537, 1.692, -3.569)
C (-0.793, 1.730, -3.387)
H (-1.983, -2.689, 0.845)
H (-0.820, -0.331, -5.642)
H (2.198, 1.442, -4.830)
C (1.029, 3.208, 1.114)
N (-0.061, 0.522, 5.795)
B (-0.021, 0.285, 8.486)
H (-1.663, 2.975, -0.108)
Ca (-0.200, 0.068, 3.550)
H (0.455, -1.135, -1.159)
P (-0.032, 1.729, 1.243)
H (-0.884, -2.393, 4.779)
H (0.690, 0.899, -5.575)
H (-1.179, -0.695, -0.691)
H (-1.010, -0.340, 8.820)
C (-0.041, 0.431, 6.965)
C (1.792, -2.166, 0.939)
H (2.553, -0.501, -3.625)
C (-0.717, -1.265, -3.694)
H (0.784, 3.868, 1.956)
H (-1.231, 2.397, -2.633)
H (0.877, 3.740, 0.166)
H (2.079, 2.901, 1.204)
C (-0.121, -0.595, -0.400)
H (-2.430, 1.617, 0.785)
H (2.046, -2.850, 1.759)
C (0.066, -2.200, 4.250)
C (0.607, -1.320, -3.486)
C (0.332, 0.863, -0.371)
P (0.097, -1.511, 1.211)
H (-0.827, -3.662, 1.784)
H (-2.041, 1.621, -5.122)
H (-1.972, 3.107, 1.656)
C (1.252, 0.912, -4.632)
H (2.511, -1.336, 0.937)

=====

[2]
Below is a molecular structure, C16H34BCrNP2 at a distorted geometry, with properties calculated with the ωB97M-V functional and the def2-TZVPD basis.

Output
Molar mass = 365.211 g/mol
HOMO-LUMO gap (alpha / beta) = 0.2513 / 0.2356 Eh
ΔE to the lowest compared entry with this formula, charge and spin = 1.892 eV
Energy = -66301.408 eV
Largest force on an atom = 4.267 eV/Å
HOMO (alpha / beta) = -0.2537 / -0.2751 Eh
Spin multiplicity = 5

CARTESIAN COORDINATES (ANGSTROEM)
H (-2.114, -1.685, 1.092)
H (0.353, 1.806, -7.421)
H (0.229, -3.521, -1.990)
H (-0.971, -4.764, -2.463)
H (-0.449, 0.549, -1.080)
C (-0.495, 2.648, -1.583)
C (2.587, 3.153, -2.456)
C (-1.427, 1.268, -5.041)
H (0.681, 3.401, -3.558)
C (-3.086, -3.893, -4.550)
H (-1.472, 2.156, -4.394)
C (0.366, -0.866, -6.117)
H (2.645, 3.685, -0.357)
H (-0.757, 3.253, -2.462)
B (-1.930, -0.971, 0.129)
H (0.346, 3.552, 0.215)
H (1.961, -2.795, -3.094)
H (-1.190, 0.831, -2.607)
N (-2.537, -2.240, -2.163)
C (1.459, 1.387, -3.855)
H (-1.364, 2.689, -0.911)
C (1.012, 1.789, -6.546)
H (-1.780, 1.555, -6.042)
C (1.929, 3.364, -1.119)
H (1.144, 2.812, -6.171)
H (-3.434, -4.511, -3.704)
H (-0.723, -0.793, 0.020)
H (0.372, -4.371, -3.559)
P (0.265, 0.728, -5.255)
C (1.879, -1.864, -3.675)
H (-3.944, -3.312, -4.927)
H (-1.490, -1.796, -5.394)
C (-2.309, -1.702, -1.144)
H (3.197, 4.038, -2.713)
H (1.737, 0.372, -1.912)
C (0.973, 0.720, -2.620)
C (-0.317, 1.154, -1.987)
H (2.643, -1.157, -3.333)
P (0.169, -1.254, -3.464)
C (-0.366, -1.889, -5.260)
H (-2.101, 0.491, -4.652)
C (0.646, 3.209, -0.778)
H (3.301, 2.310, -2.412)
H (2.063, -2.129, -4.721)
Cr (-1.585, -2.658, -3.803)
H (2.430, 0.948, -4.163)
H (1.411, -1.162, -6.249)
H (1.996, 1.385, -6.833)
C (1.648, 2.894, -3.667)
H (-2.588, 0.052, 0.128)
H (-0.081, -0.799, -7.113)
H (-2.685, -4.550, -5.341)
C (-0.329, -3.955, -2.831)
H (-0.051, -2.893, -5.545)
H (2.135, 3.326, -4.551)

=====

[3]
Below is a molecular structure, C16H34BNP2Pt at a distorted geometry, with properties calculated with the ωB97M-V functional and the def2-TZVPD basis.

Output
Molar mass = 508.293 g/mol
HOMO-LUMO gap (alpha / beta) = 0.2110 / 0.1519 Eh
ΔE to the lowest compared entry with this formula, charge and spin = 4.676 eV
Total charge = +2
Energy = -41105.415 eV
Largest force on an atom = 3.451 eV/Å
HOMO (alpha / beta) = -0.5065 / -0.5071 Eh
Spin multiplicity = 5

CARTESIAN COORDINATES (ANGSTROEM)
H (-1.617, 2.130, -0.440)
H (0.012, -1.833, -3.363)
H (1.097, -4.669, 1.952)
H (-3.459, 0.645, 1.453)
C (-2.232, 2.221, 0.470)
H (-0.729, -1.299, 1.259)
H (-3.003, 3.005, 0.230)
H (-0.789, 2.958, -3.630)
H (2.718, 2.828, -2.998)
C (2.161, -2.438, -1.639)
H (2.015, -3.043, -2.554)
H (-1.704, 1.608, -2.822)
C (1.152, -3.816, 2.649)
C (-0.582, -3.327, -1.159)
H (0.275, 1.310, 4.478)
B (0.453, 0.172, 4.952)
H (-0.477, -3.959, -0.274)
H (-3.843, 0.972, -0.242)
H (0.224, -3.193, 2.644)
N (1.964, -1.394, 3.269)
C (1.384, -0.777, 4.079)
Pt (2.156, -2.488, 1.534)
H (-1.646, -3.066, -1.260)
H (-0.306, -3.921, -2.034)
H (0.104, 0.561, -4.100)
H (-1.138, -0.812, -2.508)
C (-2.253, -0.352, 0.114)
H (-2.026, 3.207, 2.410)
H (1.832, 3.776, -1.794)
C (-0.104, 2.398, 1.887)
H (1.122, -0.014, -0.256)
P (0.556, -1.897, -1.036)
H (0.257, 2.615, 2.935)
C (-0.953, -0.538, 0.482)
C (-0.066, -1.038, -2.610)
H (2.765, -1.538, -1.858)
C (-1.442, 2.628, 1.656)
C (0.776, 1.296, 1.282)
C (1.707, 3.144, -2.687)
H (-2.811, -1.163, -0.380)
C (-2.991, 0.857, 0.474)
H (2.643, -3.007, -0.832)
H (1.786, 1.645, 0.882)
H (1.702, -0.012, -3.544)
H (-1.324, 3.128, -1.921)
C (0.649, 0.189, -3.213)
C (-0.952, 2.407, -2.676)
H (1.235, 3.728, -3.493)
H (1.028, 0.610, 2.101)
H (-0.111, 1.239, -0.720)
H (0.944, 0.449, 6.086)
H (-0.669, -0.266, 5.194)
C (0.168, 0.475, 0.132)
H (1.616, -4.042, 3.647)
P (0.725, 1.700, -2.208)

=====

The highest molar mass belongs to which entry? C16H34BNP2Pt

=====

What did the second record say?
Below is a molecular structure, C16H34BCrNP2 at a distorted geometry, with properties calculated with the ωB97M-V functional and the def2-TZVPD basis.

Output
Molar mass = 365.211 g/mol
HOMO-LUMO gap (alpha / beta) = 0.2513 / 0.2356 Eh
ΔE to the lowest compared entry with this formula, charge and spin = 1.892 eV
Energy = -66301.408 eV
Largest force on an atom = 4.267 eV/Å
HOMO (alpha / beta) = -0.2537 / -0.2751 Eh
Spin multiplicity = 5

CARTESIAN COORDINATES (ANGSTROEM)
H (-2.114, -1.685, 1.092)
H (0.353, 1.806, -7.421)
H (0.229, -3.521, -1.990)
H (-0.971, -4.764, -2.463)
H (-0.449, 0.549, -1.080)
C (-0.495, 2.648, -1.583)
C (2.587, 3.153, -2.456)
C (-1.427, 1.268, -5.041)
H (0.681, 3.401, -3.558)
C (-3.086, -3.893, -4.550)
H (-1.472, 2.156, -4.394)
C (0.366, -0.866, -6.117)
H (2.645, 3.685, -0.357)
H (-0.757, 3.253, -2.462)
B (-1.930, -0.971, 0.129)
H (0.346, 3.552, 0.215)
H (1.961, -2.795, -3.094)
H (-1.190, 0.831, -2.607)
N (-2.537, -2.240, -2.163)
C (1.459, 1.387, -3.855)
H (-1.364, 2.689, -0.911)
C (1.012, 1.789, -6.546)
H (-1.780, 1.555, -6.042)
C (1.929, 3.364, -1.119)
H (1.144, 2.812, -6.171)
H (-3.434, -4.511, -3.704)
H (-0.723, -0.793, 0.020)
H (0.372, -4.371, -3.559)
P (0.265, 0.728, -5.255)
C (1.879, -1.864, -3.675)
H (-3.944, -3.312, -4.927)
H (-1.490, -1.796, -5.394)
C (-2.309, -1.702, -1.144)
H (3.197, 4.038, -2.713)
H (1.737, 0.372, -1.912)
C (0.973, 0.720, -2.620)
C (-0.317, 1.154, -1.987)
H (2.643, -1.157, -3.333)
P (0.169, -1.254, -3.464)
C (-0.366, -1.889, -5.260)
H (-2.101, 0.491, -4.652)
C (0.646, 3.209, -0.778)
H (3.301, 2.310, -2.412)
H (2.063, -2.129, -4.721)
Cr (-1.585, -2.658, -3.803)
H (2.430, 0.948, -4.163)
H (1.411, -1.162, -6.249)
H (1.996, 1.385, -6.833)
C (1.648, 2.894, -3.667)
H (-2.588, 0.052, 0.128)
H (-0.081, -0.799, -7.113)
H (-2.685, -4.550, -5.341)
C (-0.329, -3.955, -2.831)
H (-0.051, -2.893, -5.545)
H (2.135, 3.326, -4.551)

=====

What is the energy in the third record? -41105.415 eV

=====

What is the ΔE to the lowest compared entry with this formula, charge and spin in the second record? 1.892 eV